{"formula": "C2H11N2O", "method": "the ωB97M-V functional and the def2-TZVPD basis", "species": ["C", "N", "H", "H", "H", "H", "H", "H", "N", "C", "O", "H", "H", "H", "H", "H"], "xyz": [[-1.599, -0.712, -1.067], [-1.395, 0.512, -0.221], [-2.394, -0.496, -1.779], [-1.924, -1.559, -0.463], [-0.696, -0.911, -1.621], [-1.954, 0.455, 0.624], [-0.293, 0.689, -0.011], [-1.749, 1.296, -0.778], [1.165, 1.077, 0.267], [1.725, -0.165, 0.833], [0.667, -1.040, 1.100], [1.791, 1.422, -0.450], [1.060, 1.830, 0.938], [2.289, 0.038, 1.748], [2.437, -0.507, 0.082], [0.871, -1.931, 0.798]], "de_lowest_kj_mol": 54.74, "charge": 1, "homo_lumo_gap_ev": 11.9}